The following is a DFT calculation (the ωB97M-V functional and the def2-TZVPD basis) of a molecular structure, C3H6N3 at a distorted geometry.

XYZ file:
```
12
Properties=species:S:1:pos:R:3:forces:R:3
H -0.979 -1.768 1.372 -2.51 -1.22 0.86
H -0.071 2.957 -1.542 0.39 1.65 -2.78
H 0.447 0.829 -2.174 -0.34 -0.43 2.36
H 0.147 0.777 1.814 -0.20 0.00 -0.59
H 0.787 -1.764 1.773 -1.80 0.95 -1.81
C 0.071 0.064 -0.224 -0.49 -0.34 0.92
H -0.308 -1.943 -0.973 0.35 0.65 -0.14
N -0.150 0.119 1.093 0.58 0.89 -0.13
N 0.079 -1.262 -0.320 0.38 -0.96 -0.64
C -0.104 -1.321 1.106 3.68 -0.97 2.21
N 0.206 1.038 -1.130 0.38 1.48 -4.21
C -0.125 2.273 -0.794 -0.41 -1.70 3.94
```
Forces are in eV/Å.

Results
Net charge: +1
Total energy, Eh: -281.78717
Energy above the lowest of the compared OMol25 structures with the same formula, charge and spin, kcal/mol: 82.0